# 1
The following is a quantum chemistry calculation of a 2-piece molecular cluster, C3H4NO5 overall at a distorted geometry, from the Open Molecules 2025 dataset.

Output
- Molecular weight: 134.07 g/mol
- Kohn-Sham gap: 6.809 eV
- Net charge: -1
- E_HOMO: -3.277 eV

Each line ends with the Löwdin charge.
Positions of all 13 atoms, in Å:
C -2.720 -0.936 -0.648  -0.484
C 1.417 -0.888 -0.265  -0.189
C 1.130 1.365 0.152  -0.187
N -0.097 1.398 0.688  -0.401
O -2.520 -1.629 0.233  0.195
O -0.413 2.324 1.557  -0.170
O -3.095 -0.304 -1.554  0.170
O -1.088 0.648 0.313  -0.123
O 1.426 0.389 -0.742  -0.158
H 0.407 -1.272 0.065  0.071
H 1.904 -1.106 0.675  0.067
H 1.628 -1.669 -1.109  0.108
H 2.019 1.680 0.635  0.101

# 2
The following is a quantum chemistry calculation of C4H7NO4Sn as an isolated structure at a distorted geometry, from the Open Molecules 2025 dataset.

Output
- Molecular weight: 251.81 g/mol
- Kohn-Sham gap: 4.656 eV
- E_HOMO: -7.105 eV

Each line ends with the Löwdin charge.
Positions of all 17 atoms, in Å:
Sn -17.589 -10.220 -0.058  1.256
C -20.200 -11.239 -2.077  -1.009
O -19.250 -10.677 -2.720  -0.078
O -21.174 -11.647 -2.743  0.046
O -20.073 -11.461 -0.830  -0.157
C -17.664 -5.480 2.156  0.012
C -16.974 -6.844 2.296  -0.535
O -17.349 -7.757 1.568  -0.141
N -16.121 -7.028 3.308  0.016
C -15.323 -8.220 3.500  -0.066
H -18.526 -5.532 1.497  0.086
H -16.970 -4.746 1.742  0.084
H -17.998 -5.112 3.127  0.083
H -15.759 -6.154 3.660  0.143
H -14.520 -8.210 4.232  0.090
H -14.734 -8.511 2.623  0.083
H -16.051 -9.027 3.582  0.087

Table of DFT total energy (eV), in record order: -14900.82690; -19768.84211
Table of energy above the lowest of the compared OMol25 structures with the same formula, charge and spin (kJ/mol), in record order: 481.90; 153.33